{
  "formula": "C4H6N2",
  "method": "wB97M-V/def2-TZVPD",
  "species": ["C", "N", "C", "H", "C", "H", "H", "H", "C", "N", "H", "H"],
  "coordinates": [[0.970, -0.765, 0.340], [-0.942, 0.332, 0.745], [0.012, 1.276, 0.524], [1.673, -1.561, 0.117], [-0.426, -0.886, 0.332], [-0.203, 2.334, 0.560], [2.183, 1.095, 0.237], [-0.801, -0.112, -1.314], [1.227, 0.612, 0.366], [-1.114, -1.045, -0.940], [-1.930, 0.445, 0.565], [-0.649, -1.726, -1.531]],
  "fmax_ev_per_a": 1.28,
  "e_homo_ev": -7.685,
  "energy_ha": -265.435915,
  "e_above_lowest_ev": 2.712
}

{
  "formula": "C4H6N2",
  "method": "wB97M-V/def2-TZVPD",
  "species": ["C", "H", "N", "N", "H", "C", "C", "C", "H", "H", "H", "H"],
  "coordinates": [[1.734, -0.164, -0.485], [-0.937, 0.303, -1.472], [2.543, -0.080, -1.309], [-0.471, -1.131, 0.093], [0.075, 1.877, 0.302], [-0.302, 0.889, 0.570], [-1.155, 0.077, -0.417], [0.670, -0.312, 0.534], [-0.262, -1.854, -0.585], [-0.794, 0.903, 1.533], [1.134, -0.612, 1.481], [-2.234, 0.105, -0.244]],
  "fmax_ev_per_a": 1.17,
  "e_homo_ev": -9.942,
  "energy_ha": -265.478978,
  "e_above_lowest_ev": 1.540
}

{
  "formula": "C4H6N2",
  "method": "wB97M-V/def2-TZVPD",
  "species": ["H", "H", "H", "H", "C", "N", "C", "C", "H", "H", "C", "N"],
  "coordinates": [[1.447, -1.090, 1.282], [-0.353, -2.036, -0.496], [0.287, 2.231, -0.143], [-2.453, 0.061, 0.621], [-0.614, 0.137, -0.233], [1.613, 0.684, 0.188], [0.449, 1.157, -0.066], [0.040, -1.044, -0.240], [-2.290, 1.317, -0.443], [2.264, -1.277, -0.276], [1.437, -0.762, 0.231], [-2.014, 0.357, -0.251]],
  "fmax_ev_per_a": 0.72,
  "e_homo_ev": -8.748,
  "energy_ha": -265.490719,
  "e_above_lowest_ev": 1.221
}

{
  "formula": "C4H6N2",
  "method": "wB97M-V/def2-TZVPD",
  "species": ["N", "H", "C", "H", "C", "C", "H", "N", "H", "H", "C", "H"],
  "coordinates": [[1.667, 0.664, -0.003], [-0.006, 1.872, -0.099], [1.695, -0.749, -0.086], [2.080, 0.807, 0.921], [-1.858, -0.190, -0.125], [-0.363, -0.234, -0.089], [-2.224, -1.125, -0.549], [0.317, 0.924, 0.042], [-2.244, 0.654, -0.708], [2.713, -1.136, -0.069], [0.477, -1.383, -0.130], [-2.254, -0.105, 0.894]],
  "fmax_ev_per_a": 0.91,
  "e_homo_ev": -7.599,
  "energy_ha": -265.403266,
  "e_above_lowest_ev": 3.600
}

{
  "formula": "C4H6N2",
  "method": "wB97M-V/def2-TZVPD",
  "species": ["C", "N", "C", "N", "H", "H", "H", "H", "C", "H", "C", "H"],
  "coordinates": [[0.570, 0.402, 0.391], [-2.083, -0.098, -1.479], [0.355, 0.669, -1.070], [1.379, -0.265, -0.610], [0.239, -0.895, 1.986], [0.766, 1.528, -1.597], [1.074, 1.169, 0.972], [1.112, -1.239, -0.727], [-0.385, -0.434, 1.217], [-0.880, -1.233, 0.653], [-0.977, 0.244, -1.445], [-1.169, 0.151, 1.710]],
  "fmax_ev_per_a": 1.11,
  "e_homo_ev": -10.145,
  "energy_ha": -265.472650,
  "e_above_lowest_ev": 1.712
}

{
  "formula": "C4H6N2",
  "method": "wB97M-V/def2-TZVPD",
  "species": ["C", "H", "H", "C", "C", "N", "H", "H", "H", "C", "H", "N"],
  "coordinates": [[1.818, 0.507, -0.475], [2.093, -0.705, 0.531], [1.001, -1.525, -0.717], [-1.512, -0.462, -0.140], [1.050, -0.649, -0.062], [2.659, 1.305, -0.447], [-0.590, 1.532, -0.229], [-2.357, -0.973, 0.330], [-1.493, -0.547, -1.227], [-0.987, 0.785, 0.458], [-1.437, 1.190, 1.364], [-0.244, -0.459, 0.615]],
  "fmax_ev_per_a": 3.50,
  "e_homo_ev": -9.545,
  "energy_ha": -265.411590,
  "e_above_lowest_ev": 3.374
}